3 unconnected molecules or ions with the total composition C14H28Br4N3 in a non-equilibrium geometry. Source: the OMol25 dataset; level of theory: wB97M-V/def2-TZVPD.

The max |F| is 3.21 eV Å⁻¹. The value obtained for the HOMO-LUMO gap is 8.4 eV. The total energy is -11010.27428 a.u.

```
! wB97M-V def2-TZVPD RIJCOSX def2/J DEFGRID3
* xyz 1 1
C 0.2931 1.4197 2.3147
C 0.3806 0.8252 1.1447
C -0.4235 1.2299 -0.0851
C -0.8052 -0.0780 -0.8217
N -2.1726 -0.2936 -1.3757
C -2.1006 -1.5826 -1.8149
N -3.0012 -2.5694 -1.6508
N -0.9141 -1.6883 -2.4366
C 0.1068 -0.6777 -1.8979
C 0.4895 0.1462 -3.1628
C 1.9871 0.1020 -3.5343
C 2.5928 -1.3111 -3.6955
C 1.7556 -2.2868 -4.5442
H 1.1376 1.3074 2.9990
H -0.5695 1.9824 2.6723
H 1.0437 -0.0428 1.0522
H 0.1310 1.9477 -0.7028
H -1.3662 1.7347 0.2346
H -0.7670 -0.8607 -0.0366
H -2.8559 -0.1083 -0.6423
H -3.5208 -2.9297 -2.4397
H -3.1145 -3.0104 -0.7492
H -0.5155 -2.6200 -2.3311
H 0.9025 -1.2502 -1.4091
H 0.2443 1.2005 -2.9423
H -0.1576 -0.1364 -4.0003
H 2.5795 0.6380 -2.7740
H 2.1285 0.6766 -4.4619
H 2.8842 -1.7610 -2.7334
H 3.5443 -1.1797 -4.2357
H 2.3544 -3.2026 -4.6687
H 1.5230 -1.9175 -5.5509
H 0.8146 -2.6046 -4.0771
Br -2.4230 3.8748 3.6566
C -4.1250 3.8569 2.7169
C -4.5622 2.4559 2.3854
Br -3.5722 1.7399 0.8577
H -4.0074 4.4857 1.8393
H -4.8326 4.3203 3.4013
H -5.6055 2.4455 2.0758
H -4.4234 1.7571 3.2047
Br 2.6523 -2.6931 4.2219
C 3.8935 -1.4272 5.0291
C 3.4410 -0.0072 4.8196
Br 3.8040 0.5928 3.0021
H 4.8722 -1.6293 4.6049
H 3.9020 -1.6728 6.0893
H 4.0002 0.6720 5.4603
H 2.3773 0.1303 4.9919
*
```